(1)
C8H14N2O3 in the gas phase. Source: the Open Molecules 2025 dataset; level of theory: ωB97M-V/def2-TZVPD.

Each atom is followed by the atoms it is bonded to, with distances in Å.
CARTESIAN COORDINATES (ANGSTROEM)
1 C -3.132 1.004 1.012  C2 1.506, H14 1.084, H15 1.148, H16 1.050
2 C -1.896 0.289 0.532  C1 1.506, N3 1.461, C11 1.543, H17 1.127
3 N -0.966 1.208 -0.120  C2 1.461, C4 1.412, H18 1.074
4 C 0.422 1.212 -0.375  N3 1.412, O5 1.215, C6 1.763
5 O 0.923 2.273 -0.691  C4 1.215
6 C 1.131 -0.379 -0.097  C4 1.763, C7 1.579, N10 1.365, H19 1.132
7 C 1.783 -0.504 1.335  C6 1.579, C8 1.526, H20 1.106, H21 1.056
8 C 3.229 -0.114 1.047  C7 1.526, C9 1.614, H22 1.118, H23 1.089
9 C 3.457 -0.785 -0.404  C8 1.614, N10 1.505, H24 1.100, H25 1.063
10 N 2.151 -0.340 -1.005  C6 1.365, C9 1.505, H26 0.974
11 C -2.219 -1.008 -0.238  C2 1.543, O12 1.183, O13 1.328
12 O -2.410 -1.955 0.445  C11 1.183
13 O -2.276 -0.947 -1.564  C11 1.328, H27 1.033
14 H -3.653 1.416 0.156  C1 1.084
15 H -2.850 1.942 1.611  C1 1.148
16 H -3.842 0.434 1.536  C1 1.050
17 H -1.477 -0.253 1.427  C2 1.127
18 H -1.414 2.133 -0.430  N3 1.074
19 H 0.124 -0.825 -0.356  C6 1.132
20 H 1.613 -1.544 1.672  C7 1.106
21 H 1.230 0.160 1.943  C7 1.056
22 H 3.368 0.977 0.845  C8 1.118
23 H 3.965 -0.551 1.720  C8 1.089
24 H 3.523 -1.875 -0.274  C9 1.100
25 H 4.337 -0.406 -0.864  C9 1.063
26 H 2.003 -0.880 -1.802  N10 0.974
27 H -1.762 -0.062 -1.705  O13 1.033

Computed properties:
HOMO energy = -0.314 hartree
Spin multiplicity = 1
ΔE to the lowest compared entry with this formula, charge and spin = 59.4 kcal per mole
Structure (SMILES) = C[C@H](NC(=O)[C@@H]1CCCN1)C(=O)O
DFT total energy = -17644.2433 eV
Frontier orbital gap = 9.126 eV
Charge = 0

Atomic partial charges in e from the Mulliken method, atoms 1 to 6: -1.68 0.84 -0.28 0.06 -0.62 0.00

=====

(2)
ClH4N2OP in the gas phase. Source: the Open Molecules 2025 dataset; level of theory: ωB97M-V/def2-TZVPD.

Each atom is followed by the atoms it is bonded to, with distances in Å.
CARTESIAN COORDINATES (ANGSTROEM)
1 N 1.464 0.232 0.168  P2 1.753, H6 0.958, H7 1.000
2 P -0.064 -0.556 0.509  N1 1.753, O3 1.640, N4 1.825
3 O -0.273 -1.499 -0.816  P2 1.640, H8 0.927
4 N -1.147 0.827 0.011  P2 1.825, Cl5 1.808, H9 0.999
5 Cl -2.932 0.538 0.003  N4 1.808
6 H 2.200 0.014 0.740  N1 0.958
7 H 1.542 1.056 -0.392  N1 1.000
8 H 0.352 -2.178 -0.905  O3 0.927
9 H -1.142 1.566 0.683  N4 0.999

Computed properties:
HOMO energy = -0.327 hartree
Spin multiplicity = 1
ΔE to the lowest compared entry with this formula, charge and spin = 65.3 kcal per mole
Structure (SMILES) = NP(O)NCl
DFT total energy = -26903.5387 eV
Frontier orbital gap = 9.410 eV
Charge = 0

Atomic partial charges in e from the Mulliken method, atoms 1 to 6: -0.45 0.31 -0.45 -0.38 -0.11 0.22

=====

(3)
10 unconnected molecules or ions with the total composition C5H29NO9. Source: the Open Molecules 2025 dataset; level of theory: ωB97M-V/def2-TZVPD.

Each atom is followed by the atoms it is bonded to, with distances in Å.
CARTESIAN COORDINATES (ANGSTROEM)
1 C -0.180 -1.496 -2.468  C2 1.510, H7 1.090, H8 1.114, H9 1.154
2 C 0.409 -0.160 -2.081  C1 1.510, C3 1.513, H10 1.076, H11 1.097
3 C 0.530 -0.173 -0.573  C2 1.513, C4 1.357, H12 1.069
4 C -0.506 -0.136 0.302  C3 1.357, N5 1.413, H13 1.086
5 N -0.306 -0.653 1.602  C4 1.413, C6 1.480, H14 1.020
6 C -1.490 -0.543 2.483  N5 1.480, H15 1.049, H16 1.070, H17 1.131
7 H 0.542 -2.278 -2.231  C1 1.090
8 H -1.188 -1.787 -2.094  C1 1.114
9 H -0.278 -1.446 -3.616  C1 1.154
10 H -0.228 0.631 -2.433  C2 1.076
11 H 1.388 -0.101 -2.573  C2 1.097
12 H 1.542 0.044 -0.303  C3 1.069
13 H -1.502 -0.326 -0.086  C4 1.086
14 H 0.526 -0.262 2.044  N5 1.020
15 H -1.424 -1.330 3.172  C6 1.049
16 H -2.393 -0.626 1.913  C6 1.070
17 H -1.544 0.410 3.090  C6 1.131
18 H 4.220 -0.190 -0.447  O20 0.947
19 H 4.157 0.731 0.751  O20 0.971
20 O 3.640 0.417 -0.008  H18 0.947, H19 0.971
21 H -3.062 2.720 1.504  O23 0.974
22 H -1.920 2.109 0.957  O23 0.991
23 O -2.440 2.029 1.796  H21 0.974, H22 0.991
24 H 1.947 3.020 0.167  O26 0.966
25 H 2.527 1.915 -0.808  O26 0.965
26 O 2.182 2.815 -0.747  H24 0.966, H25 0.965
27 H -2.640 -3.394 0.456  O29 1.028
28 H -2.057 -3.795 -0.690  O29 0.937
29 O -2.152 -2.937 -0.324  H27 1.028, H28 0.937
30 H -2.564 1.270 -2.019  O32 0.961
31 H -3.158 -0.062 -2.607  O32 0.947
32 O -3.354 0.822 -2.330  H30 0.961, H31 0.947
33 H -0.176 -2.542 0.255  O35 0.990
34 H 0.329 -2.894 1.554  O35 0.952
35 O 0.528 -3.116 0.650  H33 0.990, H34 0.952
36 H 0.526 3.396 1.832  O38 0.961
37 H 0.241 1.999 2.451  O38 0.955
38 O 0.880 2.707 2.401  H36 0.961, H37 0.955
39 H 3.393 -2.216 0.376  O41 0.983
40 H 2.281 -3.043 -0.153  O41 0.969
41 O 3.146 -2.710 -0.437  H39 0.983, H40 0.969
42 H 0.483 3.292 -0.499  O44 0.977
43 H -0.670 4.277 -0.371  O44 0.968
44 O -0.183 3.615 0.140  H42 0.977, H43 0.968

Computed properties:
HOMO energy (alpha / beta) = -0.515 / -0.516 hartree
Spin multiplicity = 2
ΔE to the lowest compared entry with this formula, charge and spin = 68.3 kcal per mole
<S²> = 0.76
DFT total energy = -25563.9958 eV
Frontier orbital gap (alpha / beta) = 10.211 / 7.016 eV
Charge = +1

Atomic partial charges in e from the Mulliken method, atoms 1 to 6: -1.02 -0.48 -0.12 -0.10 0.13 -1.03

=====

(4)
3 unconnected molecules or ions with the total composition C11H9N6O8. Source: the Open Molecules 2025 dataset; level of theory: ωB97M-V/def2-TZVPD.

Each atom is followed by the atoms it is bonded to, with distances in Å.
CARTESIAN COORDINATES (ANGSTROEM)
1 O -0.583 5.109 -3.813  N2 1.215
2 N 0.053 4.105 -3.562  O1 1.215, C3 1.378, O6 1.408
3 C -0.261 2.778 -3.365  N2 1.378, C4 1.402, C17 1.417
4 C 0.927 2.105 -3.048  C3 1.402, N5 1.366, C7 1.439
5 N 1.994 2.957 -3.083  C4 1.366, O6 1.374
6 O 1.448 4.180 -3.388  N2 1.408, N5 1.374
7 C 0.861 0.739 -2.600  C4 1.439, N8 1.480, C11 1.400
8 N 2.113 0.016 -2.283  C7 1.480, O9 1.244, O10 1.250
9 O 3.059 0.111 -3.085  N8 1.244
10 O 2.119 -0.679 -1.244  N8 1.250
11 C -0.381 0.116 -2.427  C7 1.400, C12 1.401, H18 1.089
12 C -1.534 0.820 -2.798  C11 1.401, N13 1.394, C17 1.416
13 N -2.857 0.391 -2.891  C12 1.394, O14 1.220, O15 1.417
14 O -3.397 -0.682 -2.680  N13 1.220
15 O -3.604 1.505 -3.351  N13 1.417, N16 1.381
16 N -2.789 2.598 -3.569  O15 1.381, C17 1.368
17 C -1.531 2.159 -3.260  C3 1.417, C12 1.416, N16 1.368
18 H -0.435 -0.900 -2.038  C11 1.089
19 O -0.674 0.327 5.316  C20 1.178
20 C 0.047 -0.378 5.924  O19 1.178, O26 1.176
21 C 1.073 -1.036 3.183  C22 1.479, N25 1.313, H27 1.097
22 C 1.477 -2.457 3.113  C21 1.479, C23 1.545, H28 1.092, H29 1.097
23 C 0.272 -3.080 2.373  C22 1.545, C24 1.557, H30 1.088, H31 1.093
24 C -0.753 -1.949 2.069  C23 1.557, N25 1.466, H32 1.110, H33 1.104
25 N -0.145 -0.803 2.752  C21 1.313, C24 1.466, H34 1.022
26 O 0.758 -1.128 6.487  C20 1.176
27 H 1.662 -0.260 3.686  C21 1.097
28 H 2.448 -2.632 2.643  C22 1.092
29 H 1.584 -2.835 4.138  C22 1.097
30 H 0.580 -3.527 1.430  C23 1.088
31 H -0.221 -3.853 2.969  C23 1.093
32 H -0.857 -1.705 0.991  C24 1.110
33 H -1.761 -2.149 2.471  C24 1.104
34 H -0.692 0.039 2.940  N25 1.022

Computed properties:
HOMO energy = -0.038 hartree
Spin multiplicity = 1
ΔE to the lowest compared entry with this formula, charge and spin = 176.5 kcal per mole
DFT total energy = -36860.2684 eV
Frontier orbital gap = 2.324 eV
Charge = -1

Atomic partial charges in e from the Mulliken method, atoms 1 to 6: -0.74 0.77 0.48 0.48 -0.62 -0.21